{"formula": "H24HeO12", "method": "the ωB97M-V functional and the def2-TZVPD basis", "elements": ["O", "O", "O", "O", "O", "O", "O", "O", "O", "O", "O", "O", "He", "H", "H", "H", "H", "H", "H", "H", "H", "H", "H", "H", "H", "H", "H", "H", "H", "H", "H", "H", "H", "H", "H", "H", "H"], "coordinates": [[-3.610137, -1.786945, -1.112104], [-2.404267, -1.833685, 1.448336], [-0.859987, 2.842685, 1.061606], [-0.430797, 2.032495, -2.353164], [-0.993387, 0.419305, 2.426076], [1.759593, -3.018255, -0.210554], [0.704553, -2.169385, -2.651874], [1.153103, -1.243675, 3.396626], [2.203563, 0.021645, -3.192184], [2.936603, -0.720665, 1.195676], [-3.175357, 2.172145, -1.331964], [2.107793, 1.379035, -0.700284], [-0.186437, 0.343775, -0.084604], [-1.704917, -2.482315, 1.528526], [-1.964227, -0.991145, 1.561066], [-3.297267, -1.958905, -0.223974], [0.123373, 1.726575, -1.635154], [1.761203, 0.451985, -2.460504], [-1.264237, 0.740235, 3.286236], [2.434943, -1.477655, 0.893126], [-0.167687, 2.942855, -2.488284], [2.636863, -2.931645, -0.583564], [1.903683, 0.496985, -3.967004], [-3.313747, 2.798925, -0.621874], [0.890183, -1.355635, 4.310176], [2.264913, 2.222655, -0.276194], [0.502203, -0.644425, 3.031296], [2.654743, -0.592415, 2.101396], [0.867703, -2.440825, -1.748574], [-2.239157, 1.975425, -1.299364], [-1.375227, 3.391525, 1.652816], [-0.716197, 1.204185, 1.953456], [-0.724367, 3.386955, 0.285976], [-4.078677, -0.954995, -1.044614], [1.910103, -3.265535, 0.701826], [1.275533, -1.412185, -2.781764], [2.415433, 0.730905, -0.066634]], "forces_ev_per_a": [[-0.25, -0.14, -0.57], [-0.35, -0.41, 0.10], [0.09, -0.04, 0.14], [-0.32, 0.03, 0.06], [0.20, -0.46, 0.39], [-0.01, 0.21, 0.38], [-0.41, -0.49, -0.01], [0.53, -0.29, 0.05], [0.39, -0.08, -0.21], [0.40, 0.59, -0.37], [-0.47, 0.10, 0.08], [-0.45, 0.58, -0.40], [-0.11, -0.13, 0.00], [0.14, -0.23, -0.04], [0.18, 0.48, 0.11], [0.27, 0.00, 0.48], [0.52, -0.30, 0.30], [0.10, 0.47, 0.35], [-0.27, -0.01, 0.28], [-0.35, -0.12, -0.25], [0.06, 0.26, -0.23], [0.37, -0.13, -0.38], [-0.15, 0.02, -0.26], [-0.16, 0.07, 0.17], [0.07, -0.13, 0.24], [0.13, 0.21, 0.02], [-0.61, 0.38, -0.38], [-0.14, -0.09, 0.51], [-0.26, -0.19, 0.15], [0.45, -0.20, -0.35], [-0.19, 0.20, 0.20], [0.12, 0.51, -0.63], [0.11, 0.03, -0.32], [-0.07, 0.24, -0.07], [-0.12, -0.46, 0.32], [0.30, 0.31, -0.45], [0.29, -0.77, 0.59]], "energy_ha": -920.1685, "relative_energy_ev": 1.103, "charge": 0, "e_homo_ev": -9.82, "homo_lumo_gap_ev": 9.242}